42
Properties=species:S:1:pos:R:3:lowdin_charge:R:1 method="wB97M-V/def2-TZVPD" total_charge=-1 s2=6.0491 e_above_lowest_ev=0.5683 orbital_gap_ev="5.409 / 7.560" spin_multiplicity=5
Cr -0.017 -0.488 0.660 0.77
C 2.151 0.527 0.764 -0.15
C 1.793 0.249 2.086 -0.17
C 0.583 0.932 2.367 -0.18
C 0.239 1.694 1.231 -0.18
C 1.194 1.433 0.227 -0.18
H 3.057 0.202 0.278 0.11
H 2.356 -0.357 2.775 0.10
H 0.132 1.029 3.346 0.11
H -0.554 2.427 1.174 0.12
H 1.277 1.963 -0.710 0.10
O -4.134 -0.575 0.764 0.06
C -2.964 -0.903 0.806 -0.59
O -1.969 -0.150 0.493 -0.10
C -2.519 -2.287 1.232 -0.09
C -1.205 -2.368 1.730 0.01
C -0.599 -3.647 1.805 -0.14
C -1.348 -4.802 1.633 0.11
C -2.696 -4.685 1.325 -0.13
C -3.261 -3.424 1.027 0.10
N -3.511 -5.843 1.274 -0.36
O -3.010 -6.924 1.561 0.06
O -4.690 -5.705 0.975 0.07
N 0.786 -3.686 1.990 -0.31
O 1.352 -4.741 2.261 0.08
O 1.397 -2.601 1.860 0.03
H -0.817 -1.569 2.362 0.12
H -0.890 -5.773 1.753 0.13
H -4.274 -3.369 0.663 0.13
Br 3.735 1.369 -3.642 0.70
C 3.354 -0.456 -3.250 -0.65
C 4.236 -1.445 -3.659 -0.21
N 4.000 -2.724 -3.433 0.06
C 2.890 -3.064 -2.802 -0.08
C 1.964 -2.139 -2.319 -0.08
C 2.208 -0.790 -2.553 -0.06
C 0.751 -2.584 -1.522 -0.59
O 0.378 -3.744 -1.561 0.06
O 0.195 -1.644 -0.864 -0.12
H 5.153 -1.200 -4.179 0.10
H 2.712 -4.119 -2.657 0.12
H 1.516 -0.044 -2.195 0.10